ORCA calculation (wB97M-V/def2-TZVPD) on 2 unconnected molecules or ions with the total composition C18H32BrN2O4.

Properties
* HOMO: -10.6 eV
* charge: +1
* E: -3689.13294 Ha
* HOMO-LUMO gap: 0.265 Eh

Last column: Mulliken charge in e.
Cartesian coordinates (Å):
C1 2.174 -0.850 3.060  0.16
C2 1.519 0.003 2.539  -2.07
C3 0.913 1.229 1.941  2.59
C4 1.890 2.275 1.404  -1.75
C5 3.342 2.133 1.878  -0.46
C6 4.211 2.897 0.848  -0.83
Br1 6.087 2.947 1.349  -0.17
O1 0.353 1.879 3.127  -0.49
C7 -0.648 0.975 3.474  0.42
O2 -0.887 0.515 4.521  -0.49
O3 -1.314 0.767 2.278  -0.26
C8 -0.405 0.886 1.188  0.33
C9 -0.333 -0.586 0.644  -0.52
C10 -1.464 -1.212 0.372  -0.74
N1 -0.813 1.674 0.036  -0.15
C11 -2.138 2.301 0.131  -0.82
C12 -2.201 3.640 0.910  -0.59
C13 -2.690 3.554 2.375  -0.27
C14 -3.972 2.712 2.604  -1.18
H1 2.793 -1.475 3.652  0.56
H2 1.529 3.286 1.594  0.53
H3 1.903 2.168 0.305  0.47
H4 3.717 1.113 1.884  0.39
H5 3.499 2.654 2.824  0.38
H6 4.107 2.380 -0.109  0.44
H7 3.832 3.907 0.692  0.42
H8 0.612 -1.085 0.444  0.42
H9 -1.522 -2.292 0.475  0.28
H10 -2.343 -0.699 -0.005  0.15
H11 -0.100 2.321 -0.274  0.33
H12 -2.435 2.531 -0.900  0.35
H13 -2.870 1.570 0.468  0.40
H14 -2.793 4.380 0.365  0.39
H15 -1.173 4.025 0.943  0.19
H16 -1.864 3.271 3.028  0.13
H17 -2.934 4.579 2.675  0.52
H18 -3.784 1.990 3.401  0.23
H19 -4.752 3.371 2.998  0.38
H20 -4.387 2.261 1.703  0.32
C15 0.821 -4.959 -4.447  -1.48
C16 1.239 -3.592 -3.930  0.16
C17 0.907 -3.369 -2.454  -0.67
O4 -0.477 -3.100 -2.329  -0.29
C18 -1.232 -4.181 -1.766  -0.82
N2 0.476 -2.544 -4.694  -0.26
H21 -0.263 -5.084 -4.442  0.40
H22 1.164 -5.107 -5.474  0.43
H23 1.259 -5.746 -3.837  0.36
H24 2.300 -3.432 -4.121  0.38
H25 1.430 -2.472 -2.105  0.31
H26 1.238 -4.202 -1.834  0.54
H27 -0.679 -4.697 -0.981  0.39
H28 -1.514 -4.884 -2.552  0.28
H29 -2.140 -3.766 -1.335  0.25
H30 0.411 -2.737 -5.693  0.35
H31 0.873 -1.611 -4.562  0.36
H32 -0.473 -2.510 -4.288  0.34

ORCA calculation (wB97M-V/def2-TZVPD) on a gas-phase ion, C4H9FN3 (charge +1).

Properties
* HOMO: -13.0 eV
* charge: +1
* E: -421.57710 Ha
* HOMO-LUMO gap: 0.363 Eh
* energy relative to the best compared isomer or geometry (same formula, charge and spin): 74.0 kcal/mol

Last column: Mulliken charge in e.
Cartesian coordinates (Å):
C1 0.128 1.046 -1.917  -0.95
N1 -0.229 0.942 -0.492  0.10
C2 -1.260 -0.060 -0.322  -0.66
C3 -0.974 -0.963 0.604  0.62
F1 -1.619 -1.866 1.237  -0.24
N2 0.178 -0.596 1.208  0.17
N3 1.025 -1.433 2.062  -0.69
C4 0.829 0.461 0.416  -0.63
H1 0.195 0.063 -2.368  0.42
H2 -0.805 1.487 -2.484  0.33
H3 0.989 1.481 -2.286  0.43
H4 -0.510 1.856 -0.135  0.37
H5 -2.199 0.162 -0.911  0.38
H6 0.980 -2.310 1.489  0.29
H7 0.487 -1.469 2.945  0.29
H8 1.244 1.152 1.145  0.37
H9 1.542 0.046 -0.188  0.39

ORCA calculation (wB97M-V/def2-TZVPD) on a single C4H7N3O molecule.

Properties
* HOMO: -8.3 eV
* E: -395.93230 Ha
* HOMO-LUMO gap: 0.320 Eh
* energy relative to the best compared isomer or geometry (same formula, charge and spin): 135.6 kcal/mol

Last column: Mulliken charge in e.
Cartesian coordinates (Å):
N1 -1.709 -0.043 -0.444  -0.50
C1 -0.511 -0.421 0.025  0.46
C2 -0.345 -0.737 1.440  -0.67
C3 0.636 -0.120 2.016  -0.20
N2 1.431 0.651 1.106  -0.64
C4 0.779 0.497 -0.056  0.09
N3 0.695 1.318 -1.206  -0.03
O1 0.836 0.568 -2.344  -0.47
H1 -2.443 0.630 -0.085  0.21
H2 -2.300 -0.865 -0.897  0.24
H3 -0.309 -1.305 -0.686  0.20
H4 -0.825 -1.479 1.873  0.48
H5 1.242 -0.628 2.950  0.25
H6 1.268 2.130 -1.260  0.25
H7 1.555 -0.197 -2.433  0.34